(1)
{"formula": "C6H10N2", "method": "ωB97M-V with the def2-TZVPD basis set", "homo_energy_ha": -0.306, "orbital_gap_ev": 7.208, "total_energy_ha": -343.8687, "species": ["N", "N", "C", "C", "C", "C", "C", "C", "H", "H", "H", "H", "H", "H", "H", "H", "H", "H"], "coordinates": [[0.77936, 0.82923, 1.41875], [-2.18123, -0.78664, 0.60882], [-1.64749, 0.33611, 0.43647], [0.48838, -1.06895, -0.01478], [-1.26824, -0.46843, 1.75452], [0.58302, -0.47580, -1.44410], [0.90194, 1.01454, -1.57901], [-0.02001, -0.09531, 1.10886], [1.00491, 1.47214, -0.59678], [0.66849, 1.10992, 2.39714], [1.41882, -1.49556, 0.30678], [-1.40623, -1.05142, 2.64115], [-0.39149, -0.55883, -1.93484], [-0.29912, -1.81407, -0.01988], [-2.02615, 1.30594, 0.74004], [0.13143, 1.64698, -2.01309], [1.91786, 1.21692, -1.92058], [1.34575, -1.11676, -1.88945]]}


(2)
{"formula": "C6H10N2O", "method": "ωB97M-V with the def2-TZVPD basis set", "homo_energy_ha": -0.294, "orbital_gap_ev": 8.760, "total_energy_ha": -419.1189, "species": ["O", "N", "N", "C", "C", "C", "C", "C", "C", "H", "H", "H", "H", "H", "H", "H", "H", "H", "H"], "coordinates": [[1.33123, 0.06018, 1.75572], [0.46775, 1.31562, -1.02099], [-0.64132, -1.38908, -1.64507], [-1.25833, 0.34943, 0.45005], [-1.08287, -1.18519, 0.81632], [0.97960, -0.08212, -0.61542], [-0.43830, -0.73044, -0.37155], [-0.06400, 1.39893, 0.39154], [1.20805, 0.64586, 0.55765], [-1.54997, -1.85557, -1.90498], [-0.72690, -1.51216, 1.83020], [-0.46768, -0.59993, -2.34699], [-2.38982, 0.63155, 0.28396], [1.23822, 1.91982, -0.97155], [1.69561, 1.67091, 0.56954], [1.79072, -0.84685, -1.11809], [-0.39850, 2.19657, 0.83586], [-1.94499, -2.02977, 0.63660], [2.25152, 0.04221, 1.86721]]}


(3)
{"formula": "C6H10N2O", "method": "ωB97M-V with the def2-TZVPD basis set", "homo_energy_ha": -0.290, "orbital_gap_ev": 8.223, "total_energy_ha": -419.2689, "smiles": "CC1=C(C)[C@@H](N)C(=O)N1", "species": ["O", "N", "N", "C", "C", "C", "C", "C", "C", "H", "H", "H", "H", "H", "H", "H", "H", "H", "H"], "coordinates": [[-2.42851, -2.15268, 0.17128], [-0.06969, -1.78663, -0.09613], [-2.45850, 1.01661, -0.28977], [0.11468, 0.39842, -0.12148], [2.34970, -0.99378, -0.06283], [-1.45572, -1.43405, -0.08400], [0.49010, 1.79167, 0.14884], [0.85270, -0.77923, -0.08369], [-1.27158, 0.08343, 0.06627], [1.46642, 2.05723, -0.30312], [0.60772, 2.13092, 1.31583], [-2.88591, 1.95959, 0.37360], [2.71596, -1.69259, -0.89384], [0.07299, -2.73359, -0.28477], [2.81435, -1.58133, 0.81243], [2.93286, -0.14363, -0.30969], [-2.27809, 1.27708, -1.26216], [-0.39464, 2.44866, -0.36696], [-1.17482, 0.13390, 1.27018]]}


(4)
{"formula": "C6H10N2O", "method": "ωB97M-V with the def2-TZVPD basis set", "homo_energy_ha": -0.344, "orbital_gap_ev": 9.960, "total_energy_ha": -419.1671, "smiles": "CC(=O)N1[C@@H]2CNC[C@@H]21", "species": ["O", "N", "N", "C", "C", "C", "C", "C", "C", "H", "H", "H", "H", "H", "H", "H", "H", "H", "H"], "coordinates": [[1.95336, 0.84031, 2.30421], [-0.45544, 0.03755, -2.22008], [0.62729, 0.25157, 0.59062], [-0.09905, 1.48667, -1.67554], [1.22350, -0.05529, 1.79682], [-0.72878, 0.05071, 0.07764], [1.07733, -1.59117, 2.05022], [-0.01955, 1.48071, -0.15451], [-1.24307, -0.71420, -1.15300], [1.82139, -2.11514, 1.25080], [-0.44423, 2.10043, 0.64436], [0.04151, -1.86603, 1.91870], [-1.69116, 0.38363, 0.81821], [-2.32010, -0.13301, -1.23626], [-0.97043, -1.76216, -1.70267], [1.33878, -1.68978, 3.12571], [-1.11259, 1.88801, -1.99787], [0.57341, 2.08303, -2.29664], [0.42784, -0.67583, -2.14071]]}


(5)
{"formula": "C6H10N2O", "method": "ωB97M-V with the def2-TZVPD basis set", "homo_energy_ha": -0.341, "orbital_gap_ev": 9.160, "total_energy_ha": -419.1993, "smiles": "[H]/N=C/[C@@](C)(N)C#C.C=O", "species": ["O", "N", "N", "C", "C", "C", "C", "C", "C", "H", "H", "H", "H", "H", "H", "H", "H", "H", "H"], "coordinates": [[-1.23992, -2.09731, 0.93108], [-1.64291, 1.27774, 1.06430], [0.53236, -0.31923, 1.57715], [0.41121, -0.74154, -2.17812], [-1.48170, -1.78262, -0.25192], [-0.63995, 1.37242, 0.30553], [0.52870, 0.44053, 0.44383], [1.86666, 1.06067, 0.09149], [0.07768, -0.61021, -1.01968], [0.68686, -0.94200, -3.18303], [1.25838, -1.02274, 1.61012], [2.14504, 1.76655, 0.87650], [1.81236, 1.58298, -0.86071], [-0.38994, -0.75977, 1.76996], [-1.41575, -2.54535, -1.04051], [-0.54648, 2.07414, -0.52917], [2.63374, 0.29171, 0.02270], [-2.21653, -0.98662, -0.45904], [-2.37980, 1.94064, 0.82953]]}


(6)
{"formula": "C6H10N2O", "method": "ωB97M-V with the def2-TZVPD basis set", "homo_energy_ha": -0.319, "orbital_gap_ev": 8.817, "total_energy_ha": -419.2535, "smiles": "CC(C)=N/N=C(/C)C=O", "species": ["O", "N", "N", "C", "C", "C", "C", "C", "C", "H", "H", "H", "H", "H", "H", "H", "H", "H", "H"], "coordinates": [[1.20683, -2.00847, 2.87036], [-0.24045, 0.71980, 0.09680], [0.94658, 0.41629, 0.30319], [1.51434, -0.36357, 1.12910], [-1.32453, -0.32597, -1.97741], [3.05951, -0.43715, 1.15846], [-2.31703, 1.66651, -0.71306], [-1.13033, 0.67290, -0.81268], [0.77365, -1.31625, 1.96672], [-3.12484, 0.99005, -0.42031], [-1.96878, 0.10223, -2.65720], [-2.17579, 2.58812, -0.19129], [3.39320, 0.45021, 0.83354], [3.42023, -0.81753, 2.13438], [-1.86479, -1.18179, -1.71686], [3.20916, -1.13132, 0.28093], [-0.33227, -1.26655, 1.63638], [-0.33814, -0.70256, -2.28515], [-2.70655, 1.94504, -1.63590]]}


(7)
{"formula": "C6H10N2O", "method": "ωB97M-V with the def2-TZVPD basis set", "homo_energy_ha": [-0.312, -0.330], "orbital_gap_ev": [6.935, 7.835], "total_energy_ha": -419.1761, "species": ["O", "N", "N", "C", "C", "C", "C", "C", "C", "H", "H", "H", "H", "H", "H", "H", "H", "H", "H"], "coordinates": [[2.25938, 0.27738, -1.30443], [-1.62475, -0.41516, 0.08790], [0.51851, 2.36117, 0.02440], [-0.27739, -0.72186, -2.23463], [1.53660, -1.13313, 0.50579], [-1.44543, 1.13880, 2.00082], [0.28379, 1.20692, 0.03649], [1.43494, -0.02956, -0.51541], [-1.09824, 0.49742, 0.70233], [0.48551, -1.48452, -2.34371], [2.28728, -1.84421, 0.16415], [-1.03346, -0.63205, -0.93272], [0.01404, 0.23566, -2.64764], [-0.62685, 1.00665, 2.71134], [-1.56305, 2.21201, 1.84075], [-2.35790, 0.70440, 2.40385], [1.86530, -0.69645, 1.45195], [-1.23947, -1.05962, -2.61759], [0.58119, -1.62385, 0.66635]]}


(8)
{"formula": "C6H10N2O", "method": "ωB97M-V with the def2-TZVPD basis set", "homo_energy_ha": -0.281, "orbital_gap_ev": 8.400, "total_energy_ha": -418.9505, "species": ["O", "N", "N", "C", "C", "C", "C", "C", "C", "H", "H", "H", "H", "H", "H", "H", "H", "H", "H"], "coordinates": [[-2.10036, 0.39873, 0.17096], [-0.47295, -1.05534, 1.15826], [1.93275, 0.06761, 0.26968], [-0.00104, 0.90463, -0.67579], [-0.99854, 1.30194, 0.33576], [1.22323, -0.77740, -0.72978], [-0.26053, -0.56588, -0.23077], [0.96255, 1.15365, 0.44358], [-1.64206, -0.76202, -0.56822], [-1.25387, 2.50499, 0.27703], [0.21045, 0.92553, -1.75083], [0.79393, -1.33676, 1.70472], [1.23283, -1.83298, -0.55128], [1.65973, 2.01272, 0.51406], [2.60094, -0.35505, 0.89903], [-2.02252, -0.43888, -1.52871], [1.48081, -0.32695, -1.66396], [-1.13648, -0.24454, 1.87361], [-2.20886, -1.57400, 0.05264]]}


(9)
{"formula": "C6H10N2O2", "method": "ωB97M-V with the def2-TZVPD basis set", "homo_energy_ha": -0.334, "orbital_gap_ev": 9.860, "total_energy_ha": -494.5753, "smiles": "[H]/N=C(/O)[C@]1(C)NC[C@H]2O[C@H]21", "species": ["O", "O", "N", "N", "C", "C", "C", "C", "C", "C", "H", "H", "H", "H", "H", "H", "H", "H", "H", "H"], "coordinates": [[2.23400, -0.54256, -0.47198], [-2.51857, -0.97142, 0.32806], [-0.62624, -0.71222, -1.47560], [1.20675, 1.11052, 0.67690], [0.25519, -2.43637, 0.05093], [1.14253, -0.03161, 0.13098], [-2.12669, 0.34577, -0.04857], [-0.09883, -0.96574, -0.13545], [-1.54574, 0.42240, -1.44098], [-1.24961, -0.50648, 0.75322], [-1.04816, 1.40393, -1.54879], [0.08971, -0.65031, -2.19347], [-0.66175, -3.00186, 0.26014], [-2.71813, 1.16475, 0.36317], [-2.30423, 0.33570, -2.23156], [0.71702, -2.84246, -0.85719], [0.36470, 1.17897, 1.28336], [2.96455, 0.08330, -0.37877], [-1.10479, -0.41357, 1.83192], [0.95245, -2.56708, 0.89028]]}


(10)
{"formula": "C6H10N2O2", "method": "ωB97M-V with the def2-TZVPD basis set", "homo_energy_ha": -0.315, "orbital_gap_ev": 9.304, "total_energy_ha": -494.5492, "smiles": "NC(=O)[C@H]1CO[C@H]2C[C@H]2N1", "species": ["O", "O", "N", "N", "C", "C", "C", "C", "C", "C", "H", "H", "H", "H", "H", "H", "H", "H", "H", "H"], "coordinates": [[0.73447, 0.40783, -1.68640], [-1.60590, -1.37639, 1.77160], [0.35813, 0.36743, 1.18520], [-1.10527, -2.87026, 0.31250], [0.97748, 1.50758, 0.56643], [-0.71718, -1.78444, 0.99283], [0.14301, 2.44643, -0.29445], [0.25630, -0.81394, 0.34797], [-0.18878, -0.46859, -1.08161], [1.12595, 1.51081, -0.92851], [-0.37811, -3.46744, -0.05998], [-2.16242, -2.96862, 0.64576], [1.79207, 1.95872, 1.13996], [2.03723, 1.93891, -1.34586], [-1.19905, -0.02251, -1.05739], [0.38342, 3.50989, -0.28984], [-0.54978, 0.58723, 1.58360], [-0.92003, 2.21242, -0.36597], [1.23876, -1.30933, 0.27615], [-0.22030, -1.36571, -1.71197]]}


Please write out number 1 again, unchanged.
{"formula": "C6H10N2", "method": "ωB97M-V with the def2-TZVPD basis set", "homo_energy_ha": -0.306, "orbital_gap_ev": 7.208, "total_energy_ha": -343.8687, "species": ["N", "N", "C", "C", "C", "C", "C", "C", "H", "H", "H", "H", "H", "H", "H", "H", "H", "H"], "coordinates": [[0.77936, 0.82923, 1.41875], [-2.18123, -0.78664, 0.60882], [-1.64749, 0.33611, 0.43647], [0.48838, -1.06895, -0.01478], [-1.26824, -0.46843, 1.75452], [0.58302, -0.47580, -1.44410], [0.90194, 1.01454, -1.57901], [-0.02001, -0.09531, 1.10886], [1.00491, 1.47214, -0.59678], [0.66849, 1.10992, 2.39714], [1.41882, -1.49556, 0.30678], [-1.40623, -1.05142, 2.64115], [-0.39149, -0.55883, -1.93484], [-0.29912, -1.81407, -0.01988], [-2.02615, 1.30594, 0.74004], [0.13143, 1.64698, -2.01309], [1.91786, 1.21692, -1.92058], [1.34575, -1.11676, -1.88945]]}